(1)
C23H49N4OP3Tl | ωB97M-V/def2-TZVPD

Properties
**Energy relative to the best compared isomer or geometry (same formula, charge and spin)**: 0.0 kJ/mol
**Lowest unoccupied orbital energy**: -11.7 eV
**E_HOMO**: -14.737 eV
**E**: -2395.53055 a.u.
**Strongest force on any atom**: 0.0428 hartree/bohr

Structure (ORCA input):
```
! RIJCOSX wB97M-V def2-TZVPD def2/J DEFGRID3
* xyz 3 1
Tl 0.222 0.393 0.335
P 1.672 2.392 -0.694
P -1.503 1.834 2.190
P 0.473 -1.854 -1.320
H -4.720 -0.314 0.217
C -4.339 -1.322 0.005
C -4.034 -2.184 0.997
H -4.269 -1.953 2.039
C 0.680 3.259 -1.943
C 2.099 3.685 0.499
C 3.223 1.957 -1.530
C -2.993 1.125 2.997
C -0.788 2.702 3.643
C -2.306 3.269 1.357
C -0.715 -3.253 -1.251
C 2.103 -2.660 -1.548
C 0.131 -1.216 -2.999
H -4.159 -1.580 -1.048
H -3.681 -3.192 0.776
H 1.245 4.091 -2.395
H -0.267 3.631 -1.528
H 0.437 2.504 -2.700
H 2.722 4.463 0.033
H 2.648 3.219 1.326
H 1.177 4.127 0.897
H 3.782 2.847 -1.857
H 3.012 1.316 -2.396
H 3.844 1.382 -0.827
H -3.663 1.951 3.277
H -2.684 0.583 3.902
H -3.511 0.436 2.315
H -1.442 3.537 3.923
H 0.209 3.091 3.399
H -0.703 2.007 4.488
H -2.868 3.815 2.130
H -2.995 2.910 0.578
H -1.546 3.924 0.906
H -0.776 -3.793 -2.209
H -1.714 -2.864 -0.990
H -0.400 -3.950 -0.461
H 2.156 -3.237 -2.481
H 2.306 -3.325 -0.698
H 2.884 -1.887 -1.568
H 0.283 -2.002 -3.757
H 0.769 -0.354 -3.242
H -0.914 -0.871 -3.037
C -0.996 1.235 -5.430
C -1.379 2.291 -6.286
C -2.427 2.077 -7.163
C -3.125 0.856 -7.163
C -2.663 -0.216 -6.389
C -1.523 -0.046 -5.594
O -0.145 1.479 -4.381
H -0.052 2.458 -4.307
H -0.844 3.244 -6.210
H -2.719 2.869 -7.858
H -4.017 0.731 -7.782
H -3.172 -1.185 -6.409
H -1.071 -0.886 -5.077
C 0.808 -2.596 2.556
N 1.296 -1.178 2.514
C 2.793 -1.210 2.378
N 3.452 -1.971 3.453
C 2.925 -3.366 3.424
N 1.454 -3.390 3.617
C 1.161 -2.758 4.934
N 1.615 -1.347 4.961
C 0.978 -0.604 3.858
C 3.094 -1.348 4.755
H 0.994 -3.068 1.578
H -0.277 -2.567 2.750
H 3.168 -0.174 2.408
H 3.050 -1.672 1.408
H 3.397 -3.946 4.235
H 3.164 -3.804 2.442
H 0.074 -2.787 5.104
H 1.703 -3.319 5.717
H 1.309 0.444 3.884
H -0.115 -0.647 3.989
H 3.552 -1.929 5.575
H 3.450 -0.309 4.759
*
```

=====

(2)
CH5N3OS2 | ωB97M-V/def2-TZVPD

Properties
**SMILES string**: ON/C(=N\S)NS
**Energy relative to the best compared isomer or geometry (same formula, charge and spin)**: 229.7 kJ/mol
**Lowest unoccupied orbital energy**: 0.2 eV
**E_HOMO**: -8.238 eV
**E**: -1076.80707 a.u.
**Strongest force on any atom**: 0.1127 hartree/bohr

Structure (ORCA input):
```
! RIJCOSX wB97M-V def2-TZVPD def2/J DEFGRID3
* xyz 0 1
O 2.021 0.556 0.193
N 0.846 -0.516 0.081
C -0.287 0.178 -0.044
N -0.545 1.402 0.317
S 0.246 2.264 1.502
N -1.334 -0.505 -0.776
S -1.339 -1.721 -1.977
H 1.913 1.036 1.094
H 1.293 -1.357 -0.581
H 0.429 1.314 2.313
H -1.956 0.311 -1.066
H -1.286 -2.961 -1.057
*
```

=====

(3)
C5H8OS | ωB97M-V/def2-TZVPD

Properties
**Energy relative to the best compared isomer or geometry (same formula, charge and spin)**: 101.3 kJ/mol
**Lowest unoccupied orbital energy**: 0.8 eV
**E_HOMO**: -9.098 eV
**E**: -668.69995 a.u.
**Strongest force on any atom**: 0.0746 hartree/bohr

Structure (ORCA input):
```
! RIJCOSX wB97M-V def2-TZVPD def2/J DEFGRID3
* xyz 0 1
C 0.166 -0.692 0.972
C -0.800 -1.819 0.718
C -0.085 0.234 -0.199
C -0.715 1.580 -0.045
C 1.225 0.321 -0.932
O 1.129 -0.657 1.631
S -1.282 -1.030 -0.930
H -0.151 -2.740 0.563
H -1.477 -1.872 1.483
H -1.462 1.466 0.748
H -1.189 1.864 -0.970
H 0.055 2.235 0.281
H 1.019 1.120 -1.703
H 1.570 -0.717 -1.333
H 1.999 0.707 -0.286
*
```

=====

(4)
F4H10Hf2O5 | ωB97M-V/def2-TZVPD

Properties
**Energy relative to the best compared isomer or geometry (same formula, charge and spin)**: 0.0 kJ/mol
**Lowest unoccupied orbital energy**: -18.0 eV
**E_HOMO**: -26.804 eV
**E**: -876.00536 a.u.
**Strongest force on any atom**: 0.1845 hartree/bohr

Structure (ORCA input):
```
! RIJCOSX wB97M-V def2-TZVPD def2/J DEFGRID3
* xyz 4 1
Hf -1.745 1.368 -0.292
Hf 1.187 -2.329 -0.459
F 1.309 -1.396 -2.403
F -0.912 -2.696 -1.002
F 0.049 -0.096 -0.255
F -2.362 -0.168 1.174
O 2.905 -0.557 -0.464
H 2.803 0.387 -0.300
H 3.840 -0.668 -0.713
O 0.394 2.706 -0.600
H 0.401 3.451 -1.230
H 1.321 2.585 -0.353
O -0.597 1.973 1.730
H -0.321 2.825 2.117
H -0.453 1.319 2.432
O -2.269 -0.631 -1.558
H -1.865 -1.532 -1.456
H -2.863 -0.699 -2.327
O -0.135 -2.030 1.627
H -0.726 -1.301 1.876
H 0.037 -2.510 2.457
*
```

=====

(5)
C5H13B3Br2N2O6 | ωB97M-V/def2-TZVPD

Properties
**Lowest unoccupied orbital energy**: -0.4 eV
**E_HOMO**: -9.325 eV
**E**: -5982.12763 a.u.
**Strongest force on any atom**: 0.0264 hartree/bohr

Structure (ORCA input):
```
! RIJCOSX wB97M-V def2-TZVPD def2/J DEFGRID3
* xyz 0 1
N -2.945 3.143 -0.390
C -3.059 2.265 0.774
C -3.037 0.794 0.347
C -1.929 -0.012 1.045
B -0.748 -0.352 0.096
O -0.886 -0.476 -1.281
B -0.077 0.472 -1.859
O -0.564 1.309 -2.786
O 1.251 0.615 -1.428
B 1.253 0.551 -0.057
O 1.840 1.489 0.764
N 2.649 2.443 0.071
O 3.442 2.887 0.777
O 0.572 -0.470 0.558
H -3.275 4.079 -0.206
H -3.401 2.757 -1.204
H -3.946 2.476 1.367
H -2.201 2.451 1.412
H -4.006 0.343 0.513
H -2.886 0.796 -0.724
H -2.332 -0.945 1.436
H -1.577 0.527 1.912
H 0.042 2.071 -2.838
Br 1.208 -4.609 0.103
C 2.624 -3.371 0.597
C 3.883 -3.618 -0.188
Br 4.837 -5.191 0.448
H 2.771 -3.475 1.667
H 2.227 -2.382 0.382
H 4.577 -2.790 -0.064
H 3.690 -3.776 -1.244
*
```

=====

(6)
C10H20N6O4 | ωB97M-V/def2-TZVPD

Properties
**SMILES string**: [H]/N=C(/N)NCCC[C@H](NC(=O)[C@@H](N)CC(N)=O)C(=O)O
**Energy relative to the best compared isomer or geometry (same formula, charge and spin)**: 78.1 kJ/mol
**Lowest unoccupied orbital energy**: 0.5 eV
**E_HOMO**: -8.716 eV
**E**: -1022.62028 a.u.
**Strongest force on any atom**: 0.0629 hartree/bohr

Structure (ORCA input):
```
! RIJCOSX wB97M-V def2-TZVPD def2/J DEFGRID3
* xyz 0 1
H 6.572 -0.036 0.938
N 5.861 0.543 1.391
C 4.711 0.262 0.883
N 3.568 0.877 1.372
N 4.495 -0.623 -0.139
C 3.237 -1.109 -0.531
C 2.406 -0.163 -1.471
C 0.870 -0.441 -1.303
C 0.253 0.035 0.021
N -0.974 -0.602 0.406
C -2.098 -0.828 -0.337
O -2.147 -0.570 -1.533
C -3.274 -1.391 0.416
N -3.100 -1.274 1.877
C -4.515 -0.628 -0.066
C -4.426 0.844 0.306
N -3.954 1.641 -0.689
O -4.776 1.222 1.401
C -0.071 1.550 -0.150
O -1.142 2.070 -0.066
O 1.011 2.255 -0.592
H 3.841 1.667 1.978
H 2.924 1.166 0.664
H 5.312 -1.126 -0.501
H 2.631 -1.420 0.316
H 3.311 -2.100 -1.097
H 2.798 -0.316 -2.478
H 2.675 0.847 -1.150
H 0.752 -1.542 -1.372
H 0.258 -0.109 -2.159
H 1.042 -0.141 0.761
H -1.103 -0.764 1.416
H -3.394 -2.431 0.122
H -3.619 -0.492 2.307
H -3.373 -2.132 2.336
H -5.408 -1.072 0.427
H -4.654 -0.771 -1.139
H -3.424 1.259 -1.448
H -3.865 2.648 -0.553
H 0.791 3.198 -0.562
*
```